Formula: C32H88N8O12S
Source: the Open Molecules 2025 dataset
Level of theory: the ωB97M-V functional and the def2-TZVPD basis

Cartesian coordinates (Å):
S: 0.4643 0.4976 -0.1085
O: 1.5968 0.7621 0.7968
O: -0.3242 1.7318 -0.2317
O: 1.0748 0.0843 -1.3795
O: -0.3846 -0.5832 0.4171
C: -4.8513 1.0518 2.1320
C: -4.1052 -0.0735 1.4817
C: -5.0009 -1.0259 0.7136
O: -5.9474 -1.7600 1.5308
C: -5.3679 -2.5890 2.5084
N: -3.1270 0.4698 0.5126
H: -5.2285 1.7991 1.4279
H: -4.2656 1.5645 2.8966
H: -5.7577 0.6952 2.6335
H: -3.4661 -0.5982 2.2024
H: -4.4225 -1.7837 0.1848
H: -5.6691 -0.5250 0.0144
H: -6.1772 -3.1953 2.9187
H: -4.9434 -1.9731 3.3085
H: -4.6016 -3.2537 2.0957
H: -2.3451 -0.1612 0.3203
H: -2.6742 1.2703 0.9398
C: 3.8541 1.1027 3.2322
C: 4.9535 1.3424 2.2042
C: 6.1206 0.3586 2.2235
O: 5.7046 -0.9859 2.1332
C: 6.7492 -1.8634 2.4672
N: 4.2625 1.3672 0.8845
H: 3.0640 1.8484 3.2450
H: 4.2051 1.1604 4.2769
H: 3.4094 0.1127 3.1382
H: 5.3694 2.3519 2.3152
H: 6.6363 0.5890 3.1686
H: 6.8227 0.6153 1.4219
H: 6.9395 -1.7979 3.5437
H: 7.7002 -1.7508 1.9326
H: 6.4158 -2.8704 2.2114
H: 4.5271 0.5765 0.3103
H: 3.2415 1.2370 1.0329
C: -2.5914 3.9250 -3.5637
C: -2.9500 3.4775 -2.1215
C: -4.4504 3.5037 -1.8842
O: -4.9419 4.8447 -1.9226
C: -6.3314 4.8485 -2.1368
N: -2.4223 2.1193 -1.9273
H: -3.2546 4.7544 -3.8181
H: -2.6736 3.0907 -4.2604
H: -1.5347 4.1957 -3.5819
H: -2.4942 4.1491 -1.3844
H: -4.6579 3.0232 -0.9206
H: -4.9524 2.8734 -2.6289
H: -6.6200 4.4280 -3.1040
H: -6.7319 5.8533 -2.0030
H: -6.8571 4.2564 -1.3756
H: -1.5680 2.1111 -1.3494
H: -3.0337 1.6780 -1.2374
C: -1.3447 -3.1171 3.2359
C: -0.9818 -1.7471 3.8569
C: -0.7255 -1.7344 5.3776
O: -1.7873 -2.3350 6.0621
C: -1.5442 -2.4360 7.4438
N: 0.1478 -1.1989 3.1346
H: -2.4318 -3.2230 3.2530
H: -0.8821 -3.9357 3.7893
H: -1.0446 -3.1700 2.1910
H: -1.8859 -1.1306 3.7312
H: -0.6282 -0.6644 5.6268
H: 0.2652 -2.1136 5.6694
H: -2.4598 -2.6833 7.9798
H: -1.1831 -1.5003 7.8853
H: -0.7945 -3.2160 7.6105
H: -0.0390 -1.1331 2.1244
H: 0.3906 -0.2731 3.4716
C: -1.5705 2.5235 3.4289
C: -0.2614 3.3169 3.4104
C: 0.6015 2.9915 4.6144
O: 0.7707 1.5971 4.8559
C: 1.4749 1.3767 6.0531
N: 0.4208 3.1592 2.1323
H: -2.0940 2.6252 2.4815
H: -2.2692 2.8414 4.2201
H: -1.4905 1.4709 3.7171
H: -0.5495 4.3657 3.5642
H: 0.1913 3.4678 5.5152
H: 1.5843 3.4675 4.5039
H: 0.9084 1.7295 6.9226
H: 2.4602 1.8525 6.0940
H: 1.6266 0.2994 6.1084
H: -0.2192 3.0826 1.3507
H: 0.8339 2.2278 2.1949
C: -2.6832 -3.6914 -0.6446
C: -1.9382 -3.0536 -1.8050
C: -2.6200 -1.8456 -2.4393
O: -3.7596 -2.1398 -3.2452
C: -4.3692 -0.9548 -3.6944
N: -0.6076 -2.7081 -1.3157
H: -2.1304 -4.5858 -0.3486
H: -3.7049 -3.9822 -0.8956
H: -2.6287 -3.0267 0.2196
H: -1.8405 -3.7899 -2.6156
H: -1.9290 -1.2334 -3.0288
H: -2.9504 -1.2102 -1.6075
H: -5.3054 -1.2621 -4.1685
H: -3.8272 -0.4140 -4.4791
H: -4.5378 -0.3017 -2.8329
H: -0.2006 -1.9745 -1.9006
H: -0.6899 -2.1172 -0.4589
C: 5.3804 -0.5361 -2.1519
C: 4.6545 -1.6038 -2.9714
C: 5.4988 -2.8203 -3.2646
O: 6.5234 -2.4996 -4.1882
C: 7.2330 -3.6104 -4.6890
N: 3.4817 -1.9794 -2.1831
H: 5.6854 -1.0561 -1.2371
H: 4.7677 0.3199 -1.8818
H: 6.3303 -0.2253 -2.5965
H: 4.3259 -1.2027 -3.9362
H: 4.8353 -3.5064 -3.8171
H: 5.8163 -3.3524 -2.3610
H: 6.5652 -4.1999 -5.3321
H: 7.4886 -4.2726 -3.8573
H: 8.0770 -3.3188 -5.3061
H: 3.0407 -2.8174 -2.5573
H: 2.7752 -1.2557 -2.3122
C: 0.1193 2.0556 -6.0079
C: 0.5098 1.0868 -4.8927
C: 1.8624 0.4363 -5.1592
O: 1.7435 -0.4680 -6.2410
C: 2.8093 -1.3533 -6.4331
N: 0.4624 1.8240 -3.6320
H: -0.4317 2.9309 -5.6550
H: -0.6414 1.5932 -6.6467
H: 0.9502 2.4657 -6.5847
H: -0.2743 0.3202 -4.8222
H: 2.2170 -0.1352 -4.2934
H: 2.6151 1.2069 -5.3751
H: 3.7208 -0.8145 -6.7209
H: 2.4860 -2.0008 -7.2486
H: 3.0454 -1.9683 -5.5594
H: -0.5083 2.0747 -3.4750
H: 0.6827 1.2598 -2.7981

Atomic forces in eV per Å
S 2.5 0.5 0.2
O -0.6 -0.2 1.1
O -0.7 0.4 -0.2
O -0.6 -0.4 -1.2
O -1.0 -0.5 0.5
C -0.9 0.3 0.7
C 1.5 0.0 -0.9
C -0.8 -1.0 0.7
O 0.0 0.3 -0.2
C -0.1 0.3 0.0
N -0.7 0.3 -0.1
H 0.3 -0.1 -0.3
H 0.2 0.0 -0.1
H 0.1 -0.2 0.1
H -0.7 -0.3 0.4
H 0.3 0.2 -0.2
H 0.4 0.4 -0.2
H 0.1 0.0 0.0
H 0.2 -0.3 0.1
H 0.1 0.1 0.0
H 0.0 0.0 0.2
H 0.2 0.0 -0.1
C 0.6 -0.3 1.6
C -1.4 -0.1 -1.6
C -0.4 1.0 0.6
O 0.6 0.2 -0.2
C -0.5 -0.6 0.1
N 0.1 0.0 0.4
H -0.1 0.1 -0.7
H 0.4 -0.1 -0.1
H -0.1 0.1 -0.3
H 0.3 -0.1 0.4
H 0.2 -0.5 0.2
H 0.0 -0.1 -0.2
H 0.2 -0.1 0.1
H -0.1 0.6 -0.2
H -0.2 0.0 0.2
H 0.1 -0.1 0.1
H 0.7 0.2 -0.5
C -0.1 0.1 1.0
C 0.7 -0.4 -0.7
C 0.4 -0.3 0.0
O -0.4 -0.4 -0.2
C -0.3 -0.1 0.7
N -1.0 0.1 0.5
H 0.3 0.1 -0.4
H -0.4 -0.1 0.1
H -0.1 0.4 -0.1
H -0.1 0.3 -0.2
H -0.1 0.2 0.2
H 0.0 0.1 -0.3
H 0.1 0.1 -0.2
H 0.3 0.2 -0.3
H 0.1 -0.2 0.1
H 0.2 0.2 -0.5
H -0.1 -0.4 -0.3
C -0.2 0.4 0.6
C -0.1 -0.3 -0.5
C 0.7 1.0 -1.0
O -0.5 -0.1 0.5
C 0.2 0.0 -0.1
N 0.3 -0.2 0.6
H 0.0 -0.3 0.2
H 0.0 -0.1 -0.1
H 0.2 0.1 0.0
H -0.1 0.2 0.1
H -0.3 0.0 0.2
H -0.1 -0.7 -0.3
H -0.1 -0.2 -0.3
H 0.1 0.1 -0.2
H 0.1 0.0 0.3
H 0.2 0.2 0.4
H 0.0 0.1 -0.2
C -0.9 -0.3 1.2
C -1.0 -0.2 -0.3
C 0.5 0.2 0.2
O 0.1 0.6 0.0
C -0.1 -0.4 -0.2
N 0.7 -0.1 1.4
H 0.1 -0.1 -0.1
H 0.1 0.6 -0.1
H 0.6 -0.1 -0.7
H 0.2 0.1 -0.1
H -0.4 -0.2 0.1
H 0.1 -0.1 -0.3
H -0.1 0.0 0.1
H 0.0 0.2 -0.3
H 0.0 0.0 0.2
H 0.0 -0.1 -0.1
H 0.3 0.0 -0.8
C 0.2 -0.2 -0.2
C 0.2 -0.1 -0.8
C -0.4 0.6 0.7
O 0.4 -0.4 -0.1
C -0.5 -0.4 0.0
N 0.0 0.7 0.3
H -0.1 -0.1 0.0
H -0.1 0.2 0.1
H -0.3 0.1 0.0
H 0.0 -0.2 0.1
H 0.3 -0.2 0.0
H 0.0 0.3 -0.1
H -0.2 0.1 0.3
H 0.5 0.0 0.3
H -0.2 0.3 -0.2
H 0.2 -0.3 -0.2
H 0.1 -0.7 -0.5
C 0.9 -0.8 0.1
C -0.3 0.9 0.3
C -0.9 -0.6 -1.2
O 1.0 0.6 0.2
C -1.4 -0.4 0.4
N -0.2 -0.4 -0.4
H -0.2 0.2 0.2
H -0.1 0.0 -0.2
H -0.2 0.2 -0.3
H 0.4 0.1 -0.2
H -0.1 -0.3 0.3
H 0.4 0.2 0.1
H 0.0 -0.1 -0.1
H 0.6 0.0 -0.1
H 0.2 0.3 0.3
H 0.1 0.0 0.0
H -0.1 0.1 0.7
C -1.0 0.2 -0.5
C -0.6 0.4 0.7
C 0.1 -0.3 0.5
O -0.5 0.0 -0.3
C -0.1 0.3 -0.2
N 0.6 0.3 0.3
H 0.2 0.0 0.6
H 0.5 -0.2 -0.5
H 0.1 -0.3 -0.1
H 0.3 -0.4 -0.5
H -0.2 0.2 0.3
H 0.0 0.0 0.0
H 0.1 -0.1 0.0
H 0.2 -0.1 0.0
H -0.2 0.0 0.2
H 0.0 0.1 0.0
H 0.2 -0.1 -0.4

The value obtained for the electronic energy is -3011.07259 Eh. Its charge is -2. For the orbital gap, the calculation gives 6.7 eV.

=====

Formula: C27H18N7O9ReS2
Source: the Open Molecules 2025 dataset
Level of theory: the ωB97M-V functional and the def2-TZVPD basis

Cartesian coordinates (Å):
Re: 0.2805 -0.3379 0.6296
O: 3.4548 -1.9980 2.6580
C: 2.3342 -1.7224 2.3365
N: 1.7912 -0.4890 2.0090
C: 2.4719 0.6666 2.3944
O: 3.5025 0.7419 3.0020
C: 1.6667 1.8816 2.0547
C: 2.0642 3.1441 2.4445
C: 1.2528 4.2190 2.1235
C: 0.0761 3.9833 1.4270
C: -0.2529 2.6906 1.0713
N: 0.5302 1.6479 1.3862
C: 1.2256 -2.7233 2.3287
C: 1.4060 -3.9973 2.8294
C: 0.3120 -4.8391 2.8916
C: -0.9125 -4.3584 2.4496
C: -0.9967 -3.0838 1.9274
N: 0.0629 -2.2618 1.8531
H: 2.9952 3.2459 2.9841
H: 1.5300 5.2238 2.4113
H: -0.5870 4.7902 1.1496
H: -1.1553 2.4720 0.5184
H: 2.3929 -4.2791 3.1692
H: 0.4041 -5.8444 3.2793
H: -1.8047 -4.9656 2.5005
H: -1.9428 -2.7207 1.5653
O: 3.2766 0.2404 -2.2046
C: 2.2217 0.4914 -1.6713
O: 1.9365 0.1134 -0.4481
C: 1.1794 1.3013 -2.3678
C: 1.5204 2.0476 -3.4916
C: 0.5619 2.8154 -4.1163
C: -0.7579 2.8612 -3.6878
C: -1.0734 2.0960 -2.5961
C: -0.1333 1.3235 -1.9055
O: -0.5687 0.6542 -0.8503
N: -2.4477 2.0395 -2.0775
O: -2.7883 2.9077 -1.3019
O: -3.1304 1.1003 -2.4194
N: 0.9374 3.6224 -5.2919
O: 0.0639 4.2902 -5.8016
O: 2.0833 3.5560 -5.6686
H: 2.5367 2.0241 -3.8593
H: -1.4880 3.4665 -4.2054
C: 2.0154 -2.7581 -1.5457
C: 0.5326 -2.6266 -1.5982
N: -0.1860 -1.8942 -0.7792
C: -1.5492 -1.9709 -1.0398
C: -1.8580 -2.7735 -2.0823
S: -0.4299 -3.4438 -2.7478
C: -2.4363 -1.2263 -0.1463
C: -3.7859 -1.1507 -0.1529
S: -4.3261 -0.2193 1.1736
C: -2.7279 0.0253 1.6992
N: -1.8409 -0.5337 0.9051
C: -2.3978 0.7312 2.9676
H: 2.3979 -2.3095 -0.6321
H: 2.4812 -2.2302 -2.3796
H: 2.3051 -3.8072 -1.5936
H: -2.8284 -2.9967 -2.4925
H: -4.4764 -1.5655 -0.8672
H: -3.2810 1.1996 3.3958
H: -1.6427 1.4950 2.7970
H: -1.9979 0.0176 3.6897

Atomic forces in eV per Å
Re -0.3 -0.7 0.0
O 0.0 0.0 0.0
C -0.2 0.0 0.1
N 0.4 0.3 0.1
C -0.1 0.0 0.0
O 0.0 0.0 0.0
C 0.0 0.0 0.0
C 0.0 0.0 0.0
C 0.0 0.0 0.0
C 0.0 0.0 0.0
C 0.0 0.0 0.0
N 0.1 0.2 0.2
C 0.1 -0.1 -0.1
C 0.0 0.0 0.0
C 0.0 0.0 0.0
C 0.0 0.0 0.0
C 0.0 0.0 0.0
N 0.0 0.0 0.0
H 0.0 0.0 0.0
H 0.0 0.0 0.0
H 0.0 0.0 0.0
H 0.0 0.0 0.0
H 0.0 0.0 0.0
H 0.0 0.0 0.0
H 0.0 0.0 0.0
H 0.0 0.0 0.0
O 0.0 0.0 0.0
C 0.0 0.0 0.0
O 0.3 -0.1 0.0
C 0.0 0.1 -0.1
C 0.0 0.0 0.0
C 0.0 0.0 0.0
C 0.0 -0.1 0.1
C 0.1 0.1 -0.1
C 0.0 -0.1 0.0
O -0.2 0.3 0.0
N 0.1 -0.1 0.0
O 0.0 0.1 0.1
O -0.1 -0.1 -0.1
N -0.1 -0.1 0.1
O -0.1 0.1 -0.1
O 0.2 0.0 0.0
H 0.0 0.0 0.0
H 0.0 0.0 0.0
C 0.0 0.0 0.0
C 0.1 0.0 0.1
N -0.1 0.0 0.0
C 0.0 0.0 -0.1
C 0.0 0.0 0.0
S 0.0 0.0 0.0
C -0.1 0.1 0.0
C 0.0 0.0 0.0
S 0.0 0.0 0.0
C 0.1 0.0 0.0
N -0.1 0.1 0.0
C 0.0 0.0 0.0
H 0.0 0.0 0.0
H 0.0 0.0 0.0
H 0.0 0.0 0.0
H 0.0 0.0 0.0
H 0.0 0.0 0.0
H 0.0 0.0 0.0
H 0.0 0.0 0.0
H 0.0 0.0 0.0

The value obtained for the electronic energy is -2974.57538 Eh. Its charge is +1. For the orbital gap (alpha / beta), the calculation gives 7.9 / 7.0 eV. As for the spin multiplicity: 2.

=====

> Which of these has the lowest electronic energy?

C32H88N8O12S